This record from OMol25 describes a 2-piece molecular cluster, C7H10NS overall in a non-equilibrium geometry. The level of theory is ωB97M-V/def2-TZVPD.

XYZ file:
```
19
Properties=species:S:1:pos:R:3:forces:R:3
C 1.594232 -2.198136 -0.912475 0.5 -2.9 0.3
C 0.407699 -1.761005 -0.241281 1.7 -0.1 -1.5
C 2.544114 -1.234493 -1.091014 -2.0 0.6 0.3
C 0.511297 -0.398370 0.008202 -0.6 -0.3 0.7
C -0.175939 1.386192 1.561074 2.1 -0.6 0.2
C -1.207713 0.432366 1.842933 2.1 -1.8 0.3
C -1.789444 1.408211 -1.410142 -0.3 4.6 3.2
N -0.444320 0.396981 0.578836 -0.7 -0.2 -1.4
S 2.029798 0.278418 -0.545002 -0.7 0.5 0.5
H 1.915843 -3.292830 -1.188374 -1.3 2.2 0.5
H -0.452245 -2.394372 -0.147972 -0.3 0.0 0.5
H 3.337940 -1.233409 -1.753674 1.8 -0.4 -0.7
H -0.480238 2.312846 1.327635 -1.1 3.3 -0.8
H 0.828453 1.367378 1.889994 0.8 -0.3 1.0
H -1.126642 -0.336977 2.560630 0.5 -1.0 0.4
H -2.124675 0.840413 1.804945 -3.3 1.0 -0.7
H -2.791725 1.843573 -0.994308 2.1 -1.1 -1.0
H -0.877938 2.067725 -1.434795 -1.3 -0.6 -0.1
H -1.698495 0.515488 -1.855212 -0.1 -3.1 -1.6
```
Positions in Å, forces in eV/Å.

F_max = 0.109 hartree/bohr
Energy relative to the best compared isomer or geometry (same formula, charge and spin) = 82.2 kcal per mole
Gap between HOMO and LUMO (alpha / beta) = 0.32067 / 0.21030 hartree
Net charge = +1
LUMO level (alpha / beta) = -4.2 / -6.6 eV
E = -19734.277 eV

This record from OMol25 describes C4H6AlO3 as an isolated structure in a non-equilibrium geometry. The level of theory is ωB97M-V/def2-TZVPD.

XYZ file:
```
14
Properties=species:S:1:pos:R:3:forces:R:3
Al -0.785193 5.590180 -0.855522 -0.1 0.5 -0.1
C 0.990757 -1.746311 -0.583934 -0.8 0.7 0.2
C -0.012228 -0.671780 -0.362630 5.0 1.1 0.6
C -0.652318 -0.434648 1.089560 -3.6 0.6 0.3
O -0.953932 0.909853 1.076774 0.3 -2.2 0.7
C -0.267673 1.545778 0.118470 0.5 3.1 -0.6
O -0.331402 2.705249 -0.107139 0.3 -1.5 -0.2
O 0.533566 0.623291 -0.557306 -1.3 -1.6 0.2
H 1.291091 -1.704221 -1.659991 0.2 -0.7 -0.1
H 0.588996 -2.699665 -0.234948 -0.3 -0.3 -0.8
H 1.945144 -1.547039 -0.050403 0.0 0.4 -0.3
H -0.879825 -0.730674 -1.106223 -1.0 -0.6 0.4
H 0.078592 -0.823382 1.847690 1.0 0.1 -0.4
H -1.545569 -1.016630 1.385605 -0.1 0.3 -0.1
```
Positions in Å, forces in eV/Å.

F_max = 0.101 hartree/bohr
Energy relative to the best compared isomer or geometry (same formula, charge and spin) = 24.2 kcal per mole
Gap between HOMO and LUMO = 0.09318 hartree
Net charge = +3
LUMO level = -20.1 eV
E = -16943.384 eV

This record from OMol25 describes one molecule with the formula C4H4N2O2 in a non-equilibrium geometry. The level of theory is ωB97M-V/def2-TZVPD.

XYZ file:
```
12
Properties=species:S:1:pos:R:3:forces:R:3
C -1.338049 0.285565 -1.549912 -0.1 -0.1 0.6
C -0.046362 -1.445959 -0.200059 -3.7 -1.5 -2.4
C 0.795148 -1.434647 0.800812 1.8 -2.0 1.8
C 0.900243 -0.047293 1.224734 1.8 0.8 1.0
H -2.063632 1.773037 -2.505028 1.4 -0.4 1.4
H -2.075538 -0.497254 -1.954686 1.4 0.9 0.6
H -0.669073 -2.322313 -0.607070 1.5 1.4 0.3
H 1.265047 -2.405788 1.148129 -0.7 1.9 0.2
N -1.310048 1.524660 -1.784469 -1.8 0.3 -1.8
N -0.434472 -0.193253 -0.583419 0.8 -0.4 0.5
O 1.380247 0.558894 2.161397 -0.5 -1.2 -1.1
O 0.355871 0.689415 0.193654 -1.8 0.4 -1.1
```
Positions in Å, forces in eV/Å.

F_max = 0.091 hartree/bohr
SMILES = [H]/N=C/n1ccc(=O)o1
Energy relative to the best compared isomer or geometry (same formula, charge and spin) = 76.2 kcal per mole
Gap between HOMO and LUMO = 0.35385 hartree
LUMO level = 0.5 eV
E = -11285.235 eV

This record from OMol25 describes one molecule with the formula C3H4ClN3 in a non-equilibrium geometry. The level of theory is ωB97M-V/def2-TZVPD.

XYZ file:
```
11
Properties=species:S:1:pos:R:3:forces:R:3
C -1.711542 0.106935 1.422916 0.3 -0.3 0.3
C 1.318235 0.794352 -1.390656 1.5 -0.7 -0.6
C -0.740315 -0.931981 1.032120 0.5 0.9 -1.0
N -2.437720 0.895629 1.829290 0.0 0.1 -0.2
N 0.839518 0.155627 -0.152321 -1.0 -0.3 -0.9
N -0.194095 -0.499128 -0.349288 0.4 0.3 1.5
Cl -1.667653 -2.452104 0.801405 0.9 0.4 0.4
H 2.489436 0.543873 -1.444716 -2.6 0.7 0.0
H 1.200219 1.914450 -1.148367 0.1 -1.7 -1.0
H 0.751545 0.338563 -2.333981 1.2 1.4 2.0
H 0.152372 -0.866216 1.733599 -1.3 -0.9 -0.6
```
Positions in Å, forces in eV/Å.

F_max = 0.053 hartree/bohr
SMILES = C/N=N/[C@H](Cl)C#N
Energy relative to the best compared isomer or geometry (same formula, charge and spin) = 63.1 kcal per mole
Gap between HOMO and LUMO = 0.38063 hartree
LUMO level = 0.1 eV
E = -20165.823 eV

This record from OMol25 describes one molecule with the formula C6H7NO in a non-equilibrium geometry. The level of theory is ωB97M-V/def2-TZVPD.

XYZ file:
```
15
Properties=species:S:1:pos:R:3:forces:R:3
C 2.062479 -0.180928 -0.169143 1.0 1.6 0.2
C 0.519422 -0.307220 -0.193957 3.7 -2.2 -1.0
C -0.408745 -0.756645 0.972982 2.6 -1.7 -0.4
C -1.601673 -1.018932 0.261086 -5.6 -1.1 -1.5
C -2.648600 -1.043035 -0.420589 2.6 0.6 2.8
C -0.567236 1.497049 -0.136167 -4.4 8.3 1.8
H 2.490151 0.858792 -0.606890 -1.5 -2.4 -0.4
H 2.611393 -1.074632 -0.532406 -0.1 0.9 0.2
H 2.415218 0.202517 0.826130 -0.6 -1.5 -0.1
H -0.012701 -0.490152 -1.175344 1.0 0.4 1.0
H 0.116275 -1.541321 1.808640 -1.9 3.1 -2.0
H -3.695826 -0.807215 -0.643705 1.1 -0.5 -0.2
H 0.306073 1.869213 -0.985180 -3.1 -0.8 1.7
N -0.003799 0.639742 0.660040 1.5 -2.3 1.7
O -1.582428 2.152765 0.334508 3.5 -2.2 -3.7
```
Positions in Å, forces in eV/Å.

F_max = 0.186 hartree/bohr
SMILES = C#C[C@H]1[C@H](C)N1C=O
Energy relative to the best compared isomer or geometry (same formula, charge and spin) = 154.4 kcal per mole
Gap between HOMO and LUMO = 0.37743 hartree
LUMO level = 0.7 eV
E = -9865.962 eV

This record from OMol25 describes a 12-piece molecular cluster, C6H40N2O11 overall in a non-equilibrium geometry. The level of theory is ωB97M-V/def2-TZVPD.

XYZ file:
```
59
Properties=species:S:1:pos:R:3:forces:R:3
C -1.927325 -2.325378 -2.611066 -0.9 0.7 -3.1
C -2.165610 -1.045223 -1.901567 -0.1 0.4 2.3
C -1.260531 -1.059624 -0.573749 -1.6 0.8 -0.6
C -1.810675 -0.014856 0.412557 1.9 1.3 0.3
C -0.967253 0.128734 1.766093 -2.8 -0.1 -0.1
C -1.133084 -1.273720 2.468068 1.0 1.1 -1.6
N 0.238451 -1.936508 2.404858 -0.4 -1.9 2.5
N -1.847530 0.293756 -2.644277 2.8 -3.1 -0.8
H -0.941703 -2.292357 -3.056702 0.6 -0.5 0.3
H -2.552367 -2.289397 -3.521357 0.0 -0.3 0.2
H -2.193536 -3.268253 -2.141629 0.2 0.3 0.6
H -3.203146 -0.844697 -1.616594 0.0 -0.6 0.0
H -1.205135 -2.026581 -0.056475 -0.7 -0.1 -0.7
H -0.278331 -0.928189 -0.950256 1.4 0.7 0.0
H -2.802224 -0.410849 0.658808 -0.1 0.9 -0.1
H -1.735042 1.028247 -0.057064 -0.9 -1.3 0.7
H 0.069945 0.413168 1.470865 -0.7 -0.2 0.7
H -1.500313 0.924334 2.469563 1.5 -1.4 -1.7
H -1.616903 -1.174905 3.425570 0.9 -0.2 0.8
H -1.779459 -1.976392 1.933910 0.2 0.3 -0.1
H 0.323089 -2.588615 3.238628 -0.1 0.4 -1.4
H 1.046042 -1.333757 2.544128 0.0 0.5 -0.4
H 0.375614 -2.499989 1.541951 0.1 0.4 0.3
H -2.443523 0.736274 -3.358937 -0.7 -0.2 1.0
H -1.636399 0.850832 -1.844860 -0.4 1.6 0.0
H -0.919318 0.279124 -3.141220 -0.8 -0.3 0.7
H 3.793114 -1.214213 0.943209 0.4 -0.2 0.3
H 4.484854 -2.292373 1.905774 0.3 0.4 -0.1
O 3.692824 -2.053508 1.422797 -1.0 0.0 -0.2
H -0.758166 -4.713619 1.206075 -0.2 -0.2 0.0
H -2.272444 -4.934568 1.441384 0.9 0.9 -0.2
O -1.588160 -4.228809 1.310455 -0.5 -0.8 0.1
H 2.312283 2.781770 4.747993 0.3 0.0 -0.7
H 0.948448 3.185245 4.756202 -0.6 0.2 -0.6
O 1.623117 2.993229 4.088400 0.4 -0.3 2.1
H 1.228554 -2.597184 -2.454587 0.4 0.7 0.5
H 1.807713 -1.308378 -3.242252 -0.2 -1.1 0.5
O 1.484766 -2.232283 -3.297515 0.0 0.7 -1.1
H -0.100895 4.007463 2.923740 0.0 0.0 -0.5
H 0.933184 3.738987 1.790669 -0.4 0.3 0.6
O -0.023268 3.804904 1.982393 0.0 0.0 0.0
H 2.345401 2.863854 2.605650 -0.3 -0.4 -1.0
H 3.376944 3.261298 1.617451 0.4 0.3 -0.4
O 2.520112 2.829039 1.624509 0.4 0.4 1.2
H -0.065277 2.788516 -2.277382 -0.6 -0.5 0.0
H 0.424128 2.557122 -3.625629 -0.3 -0.2 -0.6
O -0.336383 2.295023 -3.087054 1.2 1.0 0.4
H -4.527895 1.735359 -2.328312 -0.5 -0.6 0.1
H -3.870878 2.959918 -2.784552 0.5 -0.8 -0.5
O -3.772320 1.982136 -2.860963 -0.5 1.7 0.4
H 3.351131 1.633403 0.074413 -0.4 0.0 0.1
H 2.059954 0.873823 -0.352962 -0.2 0.6 0.1
O 3.008788 0.802614 -0.258651 0.6 -1.1 -0.3
H 1.357199 3.179254 -0.076638 0.0 -0.5 -1.2
H 0.079611 2.904786 0.408182 -1.1 -0.3 -0.4
O 0.542051 2.760130 -0.439477 0.8 0.5 1.2
H 0.978969 -3.569811 -0.883608 0.2 -0.6 0.0
H 2.419045 -3.350592 -0.285055 -0.3 0.1 0.0
O 1.513218 -3.000104 -0.329329 -0.2 0.3 0.5
```
Positions in Å, forces in eV/Å.

F_max = 0.082 hartree/bohr
Energy relative to the best compared isomer or geometry (same formula, charge and spin) = 0.0 kcal per mole
Gap between HOMO and LUMO = 0.40943 hartree
Net charge = +2
LUMO level = -5.1 eV
E = -32359.216 eV

Question: Which of these has the highest F_max?
Answer: C6H7NO

Question: The lowest F_max belongs to which entry?
Answer: C3H4ClN3

Repeat the third record exactly.
This record from OMol25 describes one molecule with the formula C4H4N2O2 in a non-equilibrium geometry. The level of theory is ωB97M-V/def2-TZVPD.

XYZ file:
```
12
Properties=species:S:1:pos:R:3:forces:R:3
C -1.338049 0.285565 -1.549912 -0.1 -0.1 0.6
C -0.046362 -1.445959 -0.200059 -3.7 -1.5 -2.4
C 0.795148 -1.434647 0.800812 1.8 -2.0 1.8
C 0.900243 -0.047293 1.224734 1.8 0.8 1.0
H -2.063632 1.773037 -2.505028 1.4 -0.4 1.4
H -2.075538 -0.497254 -1.954686 1.4 0.9 0.6
H -0.669073 -2.322313 -0.607070 1.5 1.4 0.3
H 1.265047 -2.405788 1.148129 -0.7 1.9 0.2
N -1.310048 1.524660 -1.784469 -1.8 0.3 -1.8
N -0.434472 -0.193253 -0.583419 0.8 -0.4 0.5
O 1.380247 0.558894 2.161397 -0.5 -1.2 -1.1
O 0.355871 0.689415 0.193654 -1.8 0.4 -1.1
```
Positions in Å, forces in eV/Å.

F_max = 0.091 hartree/bohr
SMILES = [H]/N=C/n1ccc(=O)o1
Energy relative to the best compared isomer or geometry (same formula, charge and spin) = 76.2 kcal per mole
Gap between HOMO and LUMO = 0.35385 hartree
LUMO level = 0.5 eV
E = -11285.235 eV